Entry 1:
ORCA calculation (ωB97M-V with the def2-TZVPD basis set) on C33H54Cl2N2O2P2Pb as an isolated structure at a distorted geometry.

2S+1: 1
LUMO energy (alpha / beta), eV: -3.7 / -3.2
Energy above the lowest of the compared OMol25 structures with the same formula, charge and spin, kJ/mol: 0.0
Frontier orbital gap (alpha / beta), eV: 4.496 / 4.978

Element x y z (Å)
Pb 0.429659 -0.135127 0.603769
Cl 0.576548 0.105777 -2.338937
P -0.425371 -2.704078 -0.316117
C 0.907459 -3.504084 -1.350490
C -0.654781 -3.749229 1.199766
C -1.999953 -2.802767 -1.269140
C 2.252479 -2.786153 -1.151355
H 0.557208 -3.280326 -2.374788
C 1.089498 -5.018841 -1.209573
H 1.606044 -5.286950 -0.278472
H 1.721727 -5.356124 -2.043485
H 0.151738 -5.579945 -1.271036
H 2.181966 -1.767345 -1.558812
H 3.036755 -3.327755 -1.700575
H 2.558469 -2.723451 -0.095905
H -1.732215 -2.239537 -2.182313
C -3.138397 -2.053767 -0.551974
C -2.380729 -4.237096 -1.650354
H -1.687944 -4.661239 -2.386610
H -3.379492 -4.224996 -2.106485
H -2.423397 -4.904428 -0.776783
H -2.771000 -1.329850 0.187413
H -3.833881 -2.748594 -0.063769
H -3.703489 -1.481116 -1.298653
C 0.586768 -3.603175 2.086279
H -0.743184 -4.781624 0.810745
C -1.899702 -3.396141 2.021430
H 1.539121 -3.812788 1.582494
H 0.507788 -4.297431 2.936126
H 0.659465 -2.584887 2.512609
H -1.926880 -2.314998 2.254388
H -1.878988 -3.939392 2.980003
H -2.832611 -3.672522 1.519007
Cl -1.421406 0.074841 2.590169
H -1.334169 0.489950 -0.189682
P 0.461440 2.781040 -0.310723
C -0.463569 3.501284 -1.764549
C -0.098837 3.824313 1.125628
C 2.225114 2.931763 -0.890679
C -1.782511 2.750615 -1.950221
H 0.191628 3.237690 -2.611639
C -0.655209 5.019351 -1.741848
H -1.430943 5.326627 -1.029237
H -0.985110 5.327344 -2.743525
H 0.267779 5.565712 -1.517685
H -1.567178 1.723469 -2.259415
H -2.376676 3.242947 -2.730182
H -2.371016 2.712629 -1.026229
H 2.101943 2.477913 -1.891538
C 3.232629 2.052404 -0.138875
C 2.728203 4.368143 -1.021526
H 2.310407 4.872671 -1.900649
H 3.820195 4.337899 -1.142822
H 2.501134 4.955490 -0.120469
H 2.809283 1.101221 0.224203
H 3.667801 2.569238 0.731006
H 4.037444 1.776217 -0.842654
C -1.571648 3.508773 1.449112
H -0.007143 4.862774 0.758818
C 0.764565 3.637651 2.378623
H -2.264875 3.909007 0.699147
H -1.846100 3.964578 2.413403
H -1.729846 2.419613 1.547416
H 0.722739 2.605322 2.765586
H 0.377050 4.306285 3.164861
H 1.816244 3.889281 2.198365
O 3.184163 1.706275 2.866474
C 3.322251 0.507296 3.115296
N 3.647507 0.025505 4.397758
C 3.359335 -1.369918 4.493084
C 3.417453 -1.719005 2.974660
O 3.581577 -2.865696 2.530745
N 3.188824 -0.579409 2.259104
C 4.357403 -2.062019 5.424027
C 5.237597 -3.059563 5.006509
C 6.159889 -3.610995 5.901942
C 6.216745 -3.169938 7.221895
C 5.298726 -2.210381 7.662298
C 4.353551 -1.678044 6.777513
C 1.921420 -1.639609 4.950263
C 1.551101 -2.960477 5.248578
C 0.299309 -3.223237 5.813524
C -0.593829 -2.174630 6.026713
C -0.272611 -0.874654 5.635897
C 0.983406 -0.609923 5.073455
H 3.516565 0.680836 5.158567
H 5.189138 -3.425320 3.981356
H 6.858371 -4.371639 5.555188
H 6.958654 -3.566000 7.915596
H 5.314445 -1.851567 8.696746
H 3.603170 -0.969172 7.151807
H 2.253101 -3.771191 5.044613
H 0.037765 -4.249870 6.090268
H -1.556672 -2.363761 6.508503
H -0.980658 -0.052066 5.749207
H 1.204959 0.411193 4.756423

Cartesian forces, eV/Å:
0.737 -0.236 0.237
-0.247 0.064 0.492
0.032 -0.719 0.636
-0.008 0.389 -0.191
0.149 0.006 -0.060
0.385 0.468 -0.228
0.024 0.314 -0.050
0.113 -0.069 0.272
-0.117 -0.172 0.019
-0.180 0.120 -0.170
-0.113 0.085 0.228
0.114 0.077 0.066
0.170 -0.309 0.145
-0.187 0.171 0.161
-0.040 -0.125 -0.212
-0.182 -0.209 0.216
-0.186 0.248 -0.278
-0.045 -0.095 -0.090
-0.111 0.053 0.195
0.190 -0.020 0.069
-0.004 0.215 -0.214
-0.171 -0.220 -0.056
0.249 0.250 -0.075
0.009 -0.161 0.175
0.263 -0.160 0.044
0.150 0.293 0.237
-0.268 0.196 0.099
-0.267 0.075 0.089
0.021 0.245 -0.216
-0.106 -0.346 -0.124
-0.027 -0.625 -0.065
0.134 0.143 -0.301
0.209 0.053 0.079
0.319 0.093 -0.668
-0.520 0.209 -0.210
0.103 1.010 -0.342
0.104 -0.780 -0.069
0.212 -0.181 0.257
0.015 -0.832 -0.003
-0.176 -0.102 -0.202
-0.200 0.057 0.242
0.010 0.154 0.101
0.173 -0.079 -0.117
0.035 -0.063 0.226
-0.222 -0.093 -0.012
-0.129 0.157 -0.002
0.027 -0.129 0.146
0.031 0.105 -0.247
-0.027 0.197 0.322
0.209 -0.118 0.047
-0.071 0.283 -0.003
0.048 -0.045 0.249
-0.282 0.030 0.051
0.155 -0.063 -0.230
0.284 0.435 -0.089
-0.253 -0.309 -0.316
-0.231 0.206 0.292
-0.221 -0.082 -0.080
0.025 -0.307 0.122
0.107 0.029 0.052
0.179 -0.125 0.130
0.200 -0.122 -0.276
0.010 0.519 0.002
0.035 0.374 -0.213
0.145 -0.214 -0.237
-0.189 -0.169 0.100
-0.020 -0.763 0.074
-0.082 -0.723 0.528
-0.001 1.452 -0.543
0.232 -0.419 0.056
-0.034 -0.601 -0.599
-0.455 1.262 0.451
-0.161 0.249 -0.165
-0.191 -0.205 0.286
0.094 -0.041 0.014
0.000 0.204 0.113
-0.226 0.169 -0.019
-0.235 0.215 -0.166
0.372 -0.220 -0.010
-0.209 -0.276 0.001
-0.330 0.250 0.293
0.399 0.012 -0.271
-0.330 0.225 0.166
0.359 -0.219 -0.191
-0.211 -0.236 0.329
-0.026 -0.302 -0.051
0.042 0.209 0.268
-0.184 0.136 0.060
-0.188 0.045 -0.205
0.010 -0.240 -0.360
0.359 -0.221 -0.219
-0.120 0.243 0.189
0.035 0.405 -0.101
0.280 0.007 -0.205
0.133 -0.339 0.002
0.091 -0.324 0.120

=====

Entry 2:
ORCA calculation (ωB97M-V with the def2-TZVPD basis set) on a 4-piece molecular cluster, C33H55ClF7N2O15P5S2 overall at a distorted geometry.

2S+1: 1
LUMO energy, eV: -1.2
SMILES string: CCP(C)N1C(=O)c2c(N=C=S)c(P(O)Cl)c(S)c(C(F)(F)C(F)(F)C(F)(F)F)c2C1=O.CCOP(=O)(OCC)OCC.CCOP(=O)(OCC)OCC.CCOP(=O)(OCC)OCC
Frontier orbital gap, eV: 7.123

Element x y z (Å)
C -0.054612 7.003092 -5.865230
C 0.247925 5.514219 -6.106399
P 1.924097 5.148514 -6.855273
C 2.723601 6.804547 -7.059753
N 2.882849 4.230586 -5.672211
C 2.294430 3.582870 -4.590191
O 1.384959 2.818661 -4.594022
C 3.138501 4.052993 -3.406623
C 2.857224 3.944789 -2.064853
N 1.632293 3.295354 -1.684321
C 0.778894 4.115998 -1.395342
S -0.319174 5.141584 -1.026220
C 3.796995 4.467716 -1.149680
P 3.557699 4.357390 0.703210
O 2.614552 3.035480 0.931297
Cl 2.343350 5.957984 1.181853
C 4.945464 5.101654 -1.626795
S 6.058531 5.711923 -0.358130
C 5.210036 5.237647 -3.010069
C 6.434800 5.954818 -3.562449
F 6.311207 6.316246 -4.833682
F 6.611098 7.122923 -2.862912
C 7.759777 5.117307 -3.389295
F 7.606074 4.086196 -2.542503
F 8.066905 4.588004 -4.587454
C 8.996188 5.939184 -2.929705
F 8.950612 6.305696 -1.659972
F 9.211730 6.964466 -3.745717
F 10.061586 5.124762 -3.050366
C 4.287854 4.676621 -3.882056
C 4.227774 4.556833 -5.410432
O 5.053873 4.624754 -6.258669
H -1.020880 7.090674 -5.364129
H 0.702613 7.440091 -5.216998
H -0.158336 7.550104 -6.800206
H -0.455792 5.148451 -6.853993
H 0.054052 4.936366 -5.202065
H 3.661355 6.654836 -7.589496
H 2.056250 7.333353 -7.738787
H 2.836733 7.350700 -6.123377
H 3.217809 2.284010 1.007639
H 6.168201 7.007309 -0.684384
O 1.324716 -2.902394 2.334626
P 2.600597 -2.439841 1.739407
O 3.158944 -3.707388 0.865631
C 2.258906 -4.578618 0.185406
C 1.742315 -3.994594 -1.115092
O 3.625884 -2.471427 2.995548
C 3.198145 -2.824310 4.308937
C 3.325133 -4.315543 4.538910
O 3.535076 -1.306995 1.069062
C 3.531048 -1.043047 -0.334268
C 2.299896 -0.271691 -0.768328
H 1.424324 -4.862066 0.829388
H 2.816868 -5.492776 -0.023068
H 1.249913 -3.033337 -0.947867
H 1.028836 -4.674220 -1.581609
H 2.559609 -3.832554 -1.820144
H 2.184251 -2.474944 4.500133
H 3.852509 -2.292374 5.002088
H 2.735365 -4.880849 3.816525
H 2.991816 -4.579032 5.543723
H 4.363244 -4.629721 4.420863
H 3.655874 -1.962588 -0.905671
H 4.423005 -0.444464 -0.528216
H 1.383328 -0.810200 -0.511859
H 2.319522 -0.099392 -1.844752
H 2.255835 0.695053 -0.266143
O -2.450474 0.633118 3.046938
P -2.442536 0.816997 1.575853
O -3.978482 0.495950 1.094505
C -5.090475 0.837700 1.913971
C -5.450398 2.309181 1.838184
O -1.644475 -0.484859 1.047032
C -1.080845 -1.453172 1.945940
C -2.078627 -2.547117 2.254985
O -1.977631 1.575884 0.221641
C -2.653811 2.720000 -0.292936
C -2.340853 3.977610 0.493851
H -4.919025 0.543865 2.950985
H -5.930461 0.240580 1.555027
H -4.599642 2.937218 2.112152
H -6.279998 2.534147 2.509262
H -5.755303 2.583200 0.826529
H -0.710196 -0.978695 2.853146
H -0.229602 -1.880376 1.446027
H -2.992427 -2.145656 2.696827
H -1.651194 -3.277215 2.943415
H -2.373555 -3.062707 1.339453
H -3.726915 2.539889 -0.359555
H -2.301337 2.839403 -1.318594
H -2.606234 3.860437 1.547714
H -2.886478 4.828709 0.084969
H -1.273307 4.196836 0.450858
O -4.716260 -5.451676 2.756324
P -5.156852 -6.631559 3.538247
O -6.799141 -6.525380 3.435562
C -7.434419 -6.083277 2.242307
C -7.510349 -7.161419 1.177997
O -4.901160 -6.086129 5.047056
C -4.156699 -4.873215 5.231093
C -5.064984 -3.659572 5.156012
O -5.132704 -8.145042 4.105711
C -5.731777 -9.239840 3.415607
C -4.906623 -9.695459 2.228655
H -6.944942 -5.193355 1.843114
H -8.444779 -5.783495 2.526204
H -6.516445 -7.542517 0.931936
H -7.967839 -6.769071 0.269193
H -8.115205 -8.003269 1.519672
H -3.340832 -4.797496 4.514619
H -3.705060 -4.920255 6.223580
H -5.587700 -3.609758 4.201037
H -4.489830 -2.741297 5.286023
H -5.827421 -3.709839 5.935295
H -6.756737 -9.004425 3.130659
H -5.796759 -10.050725 4.142086
H -4.751854 -8.878653 1.518681
H -5.401018 -10.520329 1.715348
H -3.922385 -10.031267 2.556335

Cartesian forces, eV/Å:
-0.212 -0.519 0.301
0.234 0.487 0.328
-0.591 -0.847 -2.538
-0.085 -0.688 0.788
-0.704 0.543 -0.380
1.372 0.961 1.123
-0.789 -0.154 -0.140
-0.105 -0.510 -0.364
0.553 -0.653 -0.228
0.649 1.059 0.227
-0.458 -0.170 -0.046
0.969 0.730 -1.269
-1.382 -0.034 -0.004
1.530 -0.253 0.800
-0.379 0.471 -0.569
-0.100 -0.460 -0.449
0.237 0.693 -0.032
0.104 -0.070 0.321
-0.175 -0.296 -0.385
0.211 -0.061 1.304
-0.088 -0.002 -0.105
-0.012 0.102 -0.129
0.010 0.071 -0.494
-0.149 0.123 0.192
0.005 0.089 -0.066
0.870 -0.982 -0.372
-0.300 0.450 -0.080
-0.313 0.333 0.264
-0.070 -0.030 0.026
0.231 -0.191 0.019
-0.806 0.063 0.799
0.529 0.298 -0.216
0.042 0.016 0.068
-0.058 0.275 -0.100
0.299 0.112 0.017
0.112 -0.215 -0.004
0.150 -0.032 0.004
0.131 0.053 0.207
-0.094 0.039 0.092
0.230 0.247 -0.162
-0.095 -0.071 0.274
-0.195 -0.170 -0.282
-0.672 1.883 -1.460
4.245 -4.018 2.636
-0.537 0.941 -0.447
-0.276 -0.485 -0.141
0.192 0.126 -0.015
-0.243 0.617 -0.161
0.008 -0.197 0.295
0.053 -0.130 -0.130
-2.048 0.495 -0.303
-0.053 0.390 -0.665
0.051 -0.044 0.193
0.037 0.197 0.134
0.129 0.082 0.062
-0.116 -0.086 0.011
-0.040 0.014 0.047
0.001 -0.005 0.001
-0.056 -0.065 -0.153
0.079 0.060 -0.136
-0.120 0.076 0.030
0.003 0.014 0.002
0.013 0.036 0.056
-0.109 -0.158 0.206
0.038 -0.028 0.217
-0.018 0.017 -0.088
-0.054 -0.007 0.000
-0.081 0.015 -0.062
0.611 2.905 0.003
-1.288 -5.767 -1.969
0.500 1.014 0.053
-0.438 -0.110 0.333
0.072 0.015 -0.205
0.229 0.570 0.053
-0.422 -0.092 0.095
-0.251 0.004 -0.047
0.140 1.409 1.662
-0.119 0.604 -0.221
-0.298 -0.534 0.657
0.230 0.007 -0.035
0.099 -0.048 -0.111
-0.054 -0.020 0.125
0.036 -0.015 0.043
-0.005 -0.005 -0.003
-0.123 0.105 -0.004
-0.032 0.095 -0.292
0.068 0.061 0.103
0.054 0.016 -0.028
0.058 -0.043 0.010
0.000 -0.155 0.184
0.137 -0.164 0.010
-0.175 0.012 0.004
-0.034 0.033 0.025
-0.760 -0.474 0.718
1.658 -2.158 -2.288
-3.908 3.349 4.630
0.587 -0.924 -0.481
-0.271 0.350 -0.271
-0.017 -0.150 0.152
0.681 -0.548 -0.107
-0.143 0.418 0.192
-0.171 -0.034 0.005
1.233 0.170 -1.809
-0.116 -0.663 -0.274
0.151 0.126 0.087
0.191 -0.056 0.102
0.035 -0.058 0.137
-0.002 0.103 -0.090
0.049 0.032 -0.006
-0.005 0.002 0.000
-0.097 -0.052 -0.099
-0.117 -0.243 0.028
0.147 -0.015 -0.068
0.018 -0.014 0.013
0.067 0.011 0.068
0.056 0.269 -0.019
0.110 0.146 0.136
-0.078 -0.047 -0.046
-0.019 0.033 -0.026
-0.012 -0.016 0.006

=====

- 2S+1 of number 2 (C33H55ClF7N2O15P5S2)?
  1